[1]
{
  "formula": "C24H48Br20O2S",
  "method": "wB97M-V/def2-TZVPD",
  "elements": ["C", "C", "C", "S", "O", "O", "C", "H", "H", "H", "H", "H", "H", "H", "H", "Br", "C", "C", "Br", "H", "H", "H", "H", "Br", "C", "C", "Br", "H", "H", "H", "H", "Br", "C", "C", "Br", "H", "H", "H", "H", "Br", "C", "C", "Br", "H", "H", "H", "H", "Br", "C", "C", "Br", "H", "H", "H", "H", "Br", "C", "C", "Br", "H", "H", "H", "H", "Br", "C", "C", "Br", "H", "H", "H", "H", "Br", "C", "C", "Br", "H", "H", "H", "H", "Br", "C", "C", "Br", "H", "H", "H", "H", "Br", "C", "C", "Br", "H", "H", "H", "H"],
  "positions_angstrom": [[-0.31989, 0.43514, 1.18739], [-0.65843, 0.36471, -0.37542], [0.53437, 0.95576, -1.10760], [2.03712, 0.84431, 0.00673], [2.23291, 2.18599, 0.59636], [3.02666, -0.07812, -0.50557], [1.10772, -0.03687, 1.38616], [-1.07380, -0.18059, 1.67791], [-0.55091, 1.38773, 1.66417], [-1.65206, 0.77257, -0.56108], [-0.88917, -0.64855, -0.70432], [0.33176, 2.01104, -1.29036], [1.00519, 0.47592, -1.96561], [1.60291, 0.11580, 2.34511], [1.07054, -1.09087, 1.11086], [2.11277, -4.34920, 8.59283], [0.41443, -3.39469, 8.20538], [0.37139, -2.97787, 6.77034], [-1.21702, -1.87774, 6.25122], [0.20788, -2.62895, 8.95309], [-0.42898, -4.04449, 8.43888], [0.54947, -3.82799, 6.11180], [1.22973, -2.32186, 6.62540], [8.83750, 1.16749, 1.35041], [7.50864, 0.99663, 2.87738], [7.43231, 2.25162, 3.65728], [6.31159, 1.98764, 5.26055], [8.03412, 0.19471, 3.39594], [6.60765, 0.57915, 2.42789], [6.96929, 3.11831, 3.18553], [8.39314, 2.55687, 4.07167], [-3.83094, 7.55884, -2.85008], [-4.29829, 5.63248, -3.15068], [-4.77946, 5.35779, -4.67778], [-5.82048, 3.64675, -4.55582], [-5.10629, 5.51239, -2.42903], [-3.43107, 4.99144, -2.99214], [-3.91052, 5.16024, -5.30548], [-5.31130, 6.15866, -5.19146], [1.58932, 10.02009, -5.51384], [1.39915, 8.39999, -4.26301], [1.41023, 8.74778, -2.79748], [1.04347, 7.02861, -1.71344], [2.10451, 7.59485, -4.46875], [0.43582, 8.01823, -4.60115], [0.60965, 9.44946, -2.56335], [2.38865, 9.07663, -2.44724], [-7.42152, -2.16313, 1.15814], [-6.39062, -2.12530, 2.84419], [-6.16765, -3.43858, 3.62268], [-7.94997, -4.21062, 4.04515], [-6.86245, -1.48281, 3.58763], [-5.42125, -1.71525, 2.56085], [-5.66764, -3.28999, 4.57976], [-5.44605, -4.03431, 3.06368], [2.61292, 2.41491, -6.14145], [4.58939, 2.28416, -6.34623], [5.13998, 0.83805, -6.17554], [4.99884, -0.08674, -7.89894], [5.01559, 3.02497, -5.66973], [4.95076, 2.61580, -7.31963], [4.59050, 0.13949, -5.54451], [6.21064, 0.88556, -5.97672], [-3.34129, 5.54333, 6.36905], [-4.85583, 4.88773, 5.37064], [-4.31218, 3.74485, 4.55322], [-5.41842, 3.60578, 2.82310], [-5.12678, 5.66186, 4.65272], [-5.78013, 4.75703, 5.93338], [-4.33607, 2.79580, 5.08879], [-3.25811, 3.84287, 4.29357], [-1.59225, -5.46469, 1.79388], [-2.25303, -7.34144, 1.72174], [-1.76242, -8.07542, 2.88250], [-2.46985, -7.16385, 4.43743], [-2.02283, -7.87250, 0.79811], [-3.33776, -7.33852, 1.82866], [-0.69058, -8.13300, 3.07205], [-2.17488, -9.08436, 2.87644], [-2.31974, -3.24921, -6.08193], [-2.86654, -4.17068, -4.42856], [-4.39911, -4.04223, -4.17172], [-4.95822, -5.33102, -2.75123], [-2.37801, -3.70859, -3.57070], [-2.43642, -5.16445, -4.55307], [-4.76264, -4.44509, -5.11707], [-4.71059, -3.01271, -3.99519], [8.07452, -5.21457, -2.37984], [6.41840, -5.49401, -3.37882], [5.85486, -4.10575, -3.69584], [4.09524, -4.23206, -4.58862], [5.65316, -6.08155, -2.87157], [6.58850, -5.95762, -4.35053], [6.61570, -3.59740, -4.28811], [5.85053, -3.51256, -2.78140]],
  "mulliken_charge": [-0.65, -0.68, -0.60, 1.04, -0.63, -0.60, -0.70, 0.40, 0.30, 0.40, 0.26, 0.27, 0.43, 0.46, 0.31, -0.15, -0.60, -0.63, -0.17, 0.41, 0.37, 0.41, 0.37, -0.18, -0.57, -0.51, -0.16, 0.34, 0.37, 0.36, 0.35, -0.17, -0.60, -0.52, -0.16, 0.37, 0.36, 0.34, 0.39, -0.17, -0.64, -0.51, -0.16, 0.41, 0.35, 0.36, 0.37, -0.12, -0.65, -0.54, -0.14, 0.38, 0.35, 0.37, 0.34, -0.15, -0.57, -0.57, -0.13, 0.37, 0.39, 0.35, 0.31, -0.16, -0.42, -0.72, -0.20, 0.32, 0.38, 0.37, 0.44, -0.12, -0.66, -0.54, -0.12, 0.38, 0.38, 0.36, 0.33, -0.15, -0.61, -0.52, -0.16, 0.32, 0.39, 0.34, 0.38, -0.16, -0.54, -0.70, -0.17, 0.39, 0.37, 0.40, 0.41],
  "largest_force_ha_per_bohr": 0.08319,
  "total_energy_ev": -1441443.4753,
  "e_above_lowest_ev": 4.187,
  "gap_ev": 9.86
}

=====

[2]
{
  "formula": "C4H9NO",
  "method": "wB97M-V/def2-TZVPD",
  "elements": ["C", "C", "C", "N", "C", "O", "H", "H", "H", "H", "H", "H", "H", "H", "H"],
  "positions_angstrom": [[-0.49023, 0.99005, 0.92547], [0.58476, 0.26715, 0.15244], [1.60189, 1.10710, -0.58286], [0.61351, -1.00686, 0.17725], [-1.75465, -1.87108, -0.35354], [-2.46450, -1.79775, 0.61863], [-0.80302, 1.90794, 0.41659], [-0.10069, 1.27909, 1.90923], [-1.35669, 0.34240, 1.08596], [-1.65307, -1.03562, -1.07421], [2.04271, 0.54037, -1.40932], [2.40718, 1.39727, 0.10152], [1.15792, 2.02412, -0.98111], [1.39998, -1.36243, -0.37101], [-1.18509, -2.78175, -0.61506]],
  "mulliken_charge": [-0.99, 0.89, -1.20, -0.65, -0.07, -0.45, 0.30, 0.29, 0.26, 0.25, 0.37, 0.28, 0.31, 0.17, 0.22],
  "largest_force_ha_per_bohr": 0.00959,
  "total_energy_ev": -7830.3714,
  "e_above_lowest_ev": 1.949,
  "gap_ev": 10.43
}

=====

[3]
{
  "formula": "C9H7NO2",
  "method": "wB97M-V/def2-TZVPD",
  "elements": ["C", "C", "C", "C", "C", "C", "C", "C", "C", "H", "H", "H", "H", "H", "H", "H", "N", "O", "O"],
  "positions_angstrom": [[3.53698, 0.02750, 0.01877], [2.26264, 0.79645, 0.31578], [1.19385, -0.23924, -0.07196], [-0.19595, -0.17177, -0.03836], [-0.90967, 0.99097, -0.29466], [-2.25447, 1.11291, -0.27232], [-2.96469, -0.01056, -0.00325], [-2.45998, -1.23740, 0.19117], [-0.99141, -1.31827, 0.22718], [2.11061, 1.23404, 1.50059], [1.98128, 1.71117, -0.40130], [-0.37324, 1.71498, -0.57989], [-2.74024, 2.34779, -0.46089], [-4.03084, -0.00748, -0.08783], [-3.14576, -2.29048, 0.34578], [-0.56864, -2.49017, 0.32361], [1.78568, -1.41053, -0.46892], [4.59525, 0.44368, 0.10318], [3.16860, -1.20359, -0.34667]],
  "mulliken_charge": [0.38, -0.11, -0.08, 0.68, -0.34, -0.71, -0.01, -0.60, -0.06, 0.26, 0.23, 0.58, 0.13, 0.35, 0.21, 0.18, -0.42, -0.45, -0.22],
  "largest_force_ha_per_bohr": 0.14381,
  "total_energy_ev": -15026.6458,
  "e_above_lowest_ev": 5.664,
  "gap_ev": 9.13
}

=====

Q: Which formula does entry 1 have?
A: C24H48Br20O2S